ORCA calculation (the ωB97M-V functional and the def2-TZVPD basis) on C3H3NO2S in the gas phase at a distorted geometry.

The calculation puts the strongest force on any atom at 7.87 eV/A. The multiplicity is 1. For the total energy, the calculation gives -719.34772 hartree. The calculation puts the energy relative to the best compared isomer or geometry (same formula, charge and spin) at 6.328 eV. The HOMO energy is -9.86 eV. As for the SMILES: O=CC(=O)/C=N\S. The value obtained for the HOMO-LUMO gap is 7.798 eV.

```
10
Properties=species:S:1:pos:R:3:forces:R:3:mulliken_charge:R:1
O -2.4737 -1.4078 -0.1624 7.227 -0.681 1.100 -0.405
H 0.4230 2.1508 0.0491 -1.825 2.423 0.253 0.441
C -1.0630 0.4489 -0.2512 -6.571 0.705 -0.542 0.709
C 0.2599 1.1357 -0.0773 1.514 -0.090 -0.124 -0.313
S 1.9326 -0.7728 -0.3626 2.891 -1.223 1.377 -0.161
H 3.2022 -0.7868 0.4327 -2.269 0.051 -1.620 0.211
N 1.5208 0.7745 0.0060 -2.013 -0.788 -0.208 -0.338
H -0.2402 -1.4008 0.6902 -3.022 -0.592 -1.704 0.137
O -2.3224 0.9124 -0.3403 7.857 0.350 0.249 -0.480
C -1.2394 -1.0542 0.0158 -3.789 -0.155 1.219 0.201
```
Forces are in eV/Å.

***

ORCA calculation (the ωB97M-V functional and the def2-TZVPD basis) on C3H3NO2S in the gas phase at a distorted geometry.

The calculation puts the strongest force on any atom at 3.16 eV/A. The multiplicity is 1. For the total energy, the calculation gives -719.40784 hartree. The calculation puts the energy relative to the best compared isomer or geometry (same formula, charge and spin) at 4.692 eV. The HOMO energy is -9.33 eV. As for the SMILES: C=NOC(=S)C=O. The value obtained for the HOMO-LUMO gap is 8.570 eV.

```
10
Properties=species:S:1:pos:R:3:forces:R:3:mulliken_charge:R:1
O 2.2119 1.6510 -0.4395 -0.929 -0.035 0.467 -0.405
N -1.0270 0.0722 0.1343 -1.379 -1.549 -0.924 -0.375
H 0.8416 1.6652 1.0130 -0.676 0.218 0.402 0.376
C 1.3986 1.1112 0.2797 2.426 0.148 -0.607 0.104
H -2.3196 -1.6149 -0.6947 0.827 2.817 1.177 0.250
O 0.0383 -0.8554 0.1295 0.204 -0.995 0.224 -0.073
H -2.8869 0.2667 -0.2633 -0.703 -0.277 -0.192 0.304
C 1.3291 -0.3980 0.2238 -1.650 0.041 -1.183 0.270
C -2.1275 -0.4946 -0.2898 1.992 -0.605 0.092 -0.226
S 2.5415 -1.4034 -0.0930 -0.113 0.236 0.544 -0.225
```
Forces are in eV/Å.

***

ORCA calculation (the ωB97M-V functional and the def2-TZVPD basis) on C3H3NO2S2 in the gas phase at a distorted geometry.

The calculation puts the strongest force on any atom at 1.42 eV/A. The multiplicity is 1. For the total energy, the calculation gives -1117.72223 hartree. The calculation puts the energy relative to the best compared isomer or geometry (same formula, charge and spin) at 0.105 eV. The HOMO energy is -9.17 eV. As for the SMILES: O=C(NC=S)C(O)=S. The value obtained for the HOMO-LUMO gap is 7.755 eV.

```
11
Properties=species:S:1:pos:R:3:forces:R:3:mulliken_charge:R:1
C 2.0462 0.5038 -0.0089 0.610 -0.503 -0.232 -0.165
S -3.0902 0.1342 -0.0646 0.280 -0.172 0.079 -0.203
H 1.9678 1.5833 -0.0928 -0.076 0.009 0.140 0.319
H 0.7714 -1.1297 0.0365 0.333 -0.019 0.051 0.262
N 0.8325 -0.1223 0.0532 -0.122 0.607 -0.121 -0.104
C -0.3682 0.5664 0.0345 -0.260 0.978 0.313 0.379
O -0.5062 1.7734 0.0715 0.453 -1.339 -0.163 -0.521
S 3.4710 -0.2886 -0.0373 -0.539 0.317 0.072 -0.276
C -1.5632 -0.3804 0.0165 -0.673 0.463 -0.196 0.414
H -1.9535 -2.2490 0.0949 0.631 0.679 -0.123 0.377
O -1.1680 -1.6504 0.0495 -0.638 -1.020 0.180 -0.481
```
Forces are in eV/Å.

***

ORCA calculation (the ωB97M-V functional and the def2-TZVPD basis) on C3H3NO2S2 as an isolated structure at a distorted geometry.

The calculation puts the strongest force on any atom at 6.23 eV/A. The multiplicity is 1. For the total energy, the calculation gives -1117.60932 hartree. The calculation puts the energy relative to the best compared isomer or geometry (same formula, charge and spin) at 3.177 eV. The HOMO energy is -9.16 eV. The value obtained for the HOMO-LUMO gap is 7.433 eV.

```
11
Properties=species:S:1:pos:R:3:forces:R:3:mulliken_charge:R:1
C 1.6509 0.3404 -0.1120 2.480 1.156 -0.134 -0.038
C 0.2669 -0.1130 -0.3790 -0.561 -3.294 -2.195 0.780
H 1.6755 -1.9469 -0.4846 1.927 1.755 2.792 0.240
N -2.0922 0.3019 -0.0686 -1.959 -0.917 3.853 -0.532
O -0.0816 -1.1209 -1.0384 1.692 2.233 1.225 -0.581
O -0.4390 1.4876 1.1620 -1.004 -2.741 -1.688 -0.520
H -3.0348 0.2818 0.7503 4.322 0.605 -3.066 0.348
S 2.5334 -0.9746 0.7041 -2.267 -1.624 -3.247 -0.176
C -0.7652 0.5741 0.3677 -2.894 4.881 2.571 0.300
H -2.0539 -0.6459 -0.4251 -0.338 -0.046 -0.524 0.298
S 2.3400 1.8154 -0.4765 -1.399 -2.008 0.412 -0.119
```
Forces are in eV/Å.

***

ORCA calculation (the ωB97M-V functional and the def2-TZVPD basis) on C3H3NO2S2 in the gas phase at a distorted geometry.

The calculation puts the strongest force on any atom at 3.94 eV/A. The multiplicity is 1. For the total energy, the calculation gives -1117.68781 hartree. The calculation puts the energy relative to the best compared isomer or geometry (same formula, charge and spin) at 1.042 eV. The HOMO energy is -10.24 eV. As for the SMILES: O=C1N=CC(S)(S)O1. The value obtained for the HOMO-LUMO gap is 9.733 eV.

```
11
Properties=species:S:1:pos:R:3:forces:R:3:mulliken_charge:R:1
N -1.4344 -0.1833 -1.0452 -0.272 0.647 1.252 -0.422
O -2.8707 -0.4404 0.8982 2.848 0.879 -1.415 -0.452
C -0.1629 -0.0575 -1.0505 -0.342 -2.013 -2.060 -0.154
H 0.3157 2.1093 0.0739 -2.493 1.729 -0.347 0.151
H 2.7090 -0.8745 0.5438 0.697 0.425 -0.013 0.148
S 1.6098 -1.5861 0.6025 -1.474 0.617 -0.209 -0.157
S 1.3763 1.4646 0.2232 3.255 -1.170 1.015 -0.207
C -1.8057 -0.2250 0.3658 -1.052 -0.950 0.535 0.467
H 0.3856 -0.0531 -2.0385 -0.415 0.113 1.487 0.355
C 0.4554 -0.1062 0.3124 2.524 0.312 -2.353 0.594
O -0.5782 -0.0478 1.1145 -3.277 -0.591 2.109 -0.324
```
Forces are in eV/Å.

***

ORCA calculation (the ωB97M-V functional and the def2-TZVPD basis) on C3H3NO3 in the gas phase at a distorted geometry.

The calculation puts the strongest force on any atom at 7.27 eV/A. The multiplicity is 1. For the total energy, the calculation gives -396.57634 hartree. The calculation puts the energy relative to the best compared isomer or geometry (same formula, charge and spin) at 1.309 eV. The HOMO energy is -10.63 eV. As for the SMILES: O=C1COC(=O)N1. The value obtained for the HOMO-LUMO gap is 10.898 eV.

```
10
Properties=species:S:1:pos:R:3:forces:R:3:mulliken_charge:R:1
N 0.2075 -1.2207 0.1054 -0.681 0.804 -1.658 -0.177
C -0.4621 1.0563 0.0411 -3.094 2.604 -0.414 -0.187
O 2.5136 -0.5722 -0.1083 -4.492 0.864 -0.260 -0.591
C -0.9891 -0.3865 -0.1871 1.365 -0.182 3.545 0.390
O 0.8832 0.9557 -0.1071 1.427 1.334 -0.391 -0.249
H 0.3073 -2.3371 0.1174 -0.197 3.801 -0.361 0.307
H -0.7211 1.6005 1.0589 0.292 -1.902 -1.578 0.228
H -0.8923 1.8493 -0.7004 0.730 -1.749 0.857 0.230
C 1.2865 -0.2727 -0.0964 5.379 -4.742 1.221 0.511
O -2.1334 -0.6725 -0.1234 -0.730 -0.832 -0.960 -0.463
```
Forces are in eV/Å.

***

ORCA calculation (the ωB97M-V functional and the def2-TZVPD basis) on a 2-piece molecular cluster, C3H3NO3 overall at a distorted geometry.

The calculation puts the strongest force on any atom at 5.25 eV/A. The multiplicity is 1. For the total energy, the calculation gives -396.48117 hartree. The calculation puts the energy relative to the best compared isomer or geometry (same formula, charge and spin) at 3.898 eV. The HOMO energy is -10.88 eV. As for the SMILES: N#CC(=O)C=O.O. The value obtained for the HOMO-LUMO gap is 8.828 eV.

```
10
Properties=species:S:1:pos:R:3:forces:R:3:mulliken_charge:R:1
N -1.5745 0.6846 -0.9297 3.613 -1.082 1.083 -0.506
H 1.5446 -1.1862 -1.2197 0.021 0.212 -0.030 0.340
O 1.1629 1.5927 0.6078 -0.471 -0.544 -0.271 -0.390
C 1.9265 -0.3262 -0.6330 0.381 -0.201 0.440 -0.025
C 0.8625 0.6388 -0.0498 0.549 -0.100 0.194 0.661
O -2.0867 -0.9121 0.9984 -2.152 1.246 -2.505 -0.742
H -1.7798 -0.4404 1.7811 -0.596 0.532 -0.235 0.324
H -2.5820 -0.2303 0.2319 2.097 -2.689 3.994 0.417
O 3.0829 -0.1684 -0.3662 -0.562 -0.027 -0.278 -0.365
C -0.5563 0.3474 -0.4208 -2.880 2.654 -2.391 0.286
```
Forces are in eV/Å.

***

ORCA calculation (the ωB97M-V functional and the def2-TZVPD basis) on C3H3NO3 in the gas phase at a distorted geometry.

The calculation puts the strongest force on any atom at 1.12 eV/A. The multiplicity is 1. For the total energy, the calculation gives -396.55634 hartree. The calculation puts the energy relative to the best compared isomer or geometry (same formula, charge and spin) at 1.853 eV. The HOMO energy is -10.56 eV. As for the SMILES: [H]/N=C(/C=O)OC=O. The value obtained for the HOMO-LUMO gap is 10.313 eV.

```
10
Properties=species:S:1:pos:R:3:forces:R:3:mulliken_charge:R:1
H -2.6044 0.1031 0.4347 0.260 -0.074 -0.073 0.368
O -1.7287 -1.6995 0.7719 0.074 0.403 -0.135 -0.448
H -0.0214 1.8370 -1.0786 1.087 0.067 -0.250 0.251
H 2.6136 -0.7088 -0.5669 -0.045 -0.010 0.171 0.336
O 0.6308 -0.6594 -0.2565 0.068 0.120 -0.259 -0.248
C 1.8824 -0.2234 0.0937 0.132 0.135 0.447 0.138
C -1.7151 -0.5575 0.4002 -0.024 -0.625 0.306 0.011
C -0.4941 0.1251 -0.1789 -0.219 0.388 -0.028 0.531
N -0.7024 1.2760 -0.6208 -0.968 -0.214 0.483 -0.520
O 2.1392 0.5075 1.0012 -0.363 -0.190 -0.662 -0.419
```
Forces are in eV/Å.

***

ORCA calculation (the ωB97M-V functional and the def2-TZVPD basis) on C3H3NO3 in the gas phase at a distorted geometry.

The calculation puts the strongest force on any atom at 4.93 eV/A. The multiplicity is 1. For the total energy, the calculation gives -396.51701 hartree. The calculation puts the energy relative to the best compared isomer or geometry (same formula, charge and spin) at 2.923 eV. The HOMO energy is -10.06 eV. As for the SMILES: Cc1noc(=O)o1. The value obtained for the HOMO-LUMO gap is 10.613 eV.

```
10
Properties=species:S:1:pos:R:3:forces:R:3:mulliken_charge:R:1
H 1.7402 -0.4677 1.1216 -0.845 0.324 -1.441 0.241
H 2.5057 0.5263 -0.0418 -2.239 -0.747 -0.781 0.328
C -2.0882 -0.0319 0.0200 1.215 -1.222 -1.983 0.603
O -0.7608 -0.7898 -0.2026 -1.974 0.409 0.798 -0.320
H 2.0318 -1.2452 -0.4252 -1.420 2.197 0.147 0.291
C 1.6155 -0.2235 -0.0041 3.475 -1.518 1.823 -0.958
O -1.7118 1.2797 -0.0133 -1.384 -2.434 0.162 -0.080
O -3.1512 -0.5557 -0.0396 1.467 0.806 0.698 -0.427
N -0.3789 1.3575 -0.1715 4.894 -0.526 -0.183 -0.377
C 0.1977 0.1503 -0.2434 -3.187 2.712 0.760 0.699
```
Forces are in eV/Å.

***

ORCA calculation (the ωB97M-V functional and the def2-TZVPD basis) on C3H3NO3 as an isolated structure at a distorted geometry.

The calculation puts the strongest force on any atom at 3.33 eV/A. The multiplicity is 1. For the total energy, the calculation gives -396.53129 hartree. The calculation puts the energy relative to the best compared isomer or geometry (same formula, charge and spin) at 2.535 eV. The HOMO energy is -11.20 eV. The value obtained for the HOMO-LUMO gap is 11.707 eV.

```
10
Properties=species:S:1:pos:R:3:forces:R:3:mulliken_charge:R:1
H 0.6884 0.3648 1.9004 -0.225 0.167 -0.377 0.388
N 0.4162 -2.0102 0.3485 -0.196 0.344 -0.290 -0.601
C 0.3028 0.4200 0.8792 2.091 0.348 -0.987 -0.147
H 0.2118 -2.6471 -0.4188 -0.038 -0.016 -0.044 0.281
H 0.9336 0.9920 0.0293 1.096 -0.972 2.990 0.217
C -0.6264 1.0501 -0.7610 -3.195 0.499 0.218 0.617
O -0.9046 1.1168 0.6639 0.081 0.448 -2.149 -0.343
O -0.4503 -0.2910 -1.0712 0.001 0.250 -0.144 -0.332
C 0.1014 -0.8296 0.0921 0.280 -0.314 0.369 0.344
O -0.6531 1.9600 -1.5130 0.104 -0.755 0.413 -0.423
```
Forces are in eV/Å.